Here is one molecule with the formula C10H8N2OS at a distorted geometry from the Open Molecules 2025 dataset. Energies are from ωB97M-V/def2-TZVPD.

```
22
Properties=species:S:1:pos:R:3:forces:R:3
O 1.359759 2.707453 0.506451 -0.5619 -2.4464 -2.0842
C 1.033995 1.661832 -0.095173 -2.4667 3.0300 1.7202
N -0.338023 1.526273 -0.691116 0.4048 1.2426 0.8958
C -1.350684 0.648375 -0.123679 -1.0361 1.4524 -3.1971
C -2.580227 0.722199 -0.855457 1.8066 0.6452 -0.4379
C -3.606256 -0.137473 -0.483019 -0.9260 1.7608 -1.1511
N -3.507732 -1.092245 0.414250 -0.6622 -0.7586 -0.6100
C -2.313491 -1.222741 0.908586 -0.2365 -1.1100 2.5277
C -1.301578 -0.351022 0.814969 2.8622 1.6465 -0.1686
C 1.812553 0.470852 -0.139936 0.9237 -0.6671 -0.3891
C 3.036626 0.330832 0.509566 -0.8861 -0.5208 -0.2852
C 3.506931 -1.031697 0.340494 0.0607 0.5849 0.4677
C 2.625499 -1.776810 -0.422037 1.1221 -0.8106 -0.8962
S 1.272430 -0.940916 -1.051719 1.3222 0.8932 1.3256
H -0.740885 2.465294 -1.071758 1.0945 -2.3409 1.3430
H -2.494189 1.425460 -1.765945 -1.0779 -1.2144 1.5776
H -4.602186 0.026987 -0.889690 0.1284 -0.1768 -0.2307
H -2.115851 -1.978449 1.651268 -0.4933 -0.6569 0.0478
H -0.434170 -0.471221 1.441008 0.2320 -0.1940 0.0462
H 3.449279 1.223282 1.065676 -0.3023 -1.4887 -0.6377
H 4.446560 -1.430132 0.797128 -1.0455 0.3742 -0.6405
H 2.841642 -2.776140 -0.859865 -0.2626 0.7552 0.7768
```
Forces are in eV/Å.

HOMO level in eV: -9.009
LUMO in Ha: -0.018
Relative energy (zero: lowest compared OMol25 entry of this formula, charge and spin) in eV: 1.2343
Frontier orbital gap in eV: 8.5
Structure (SMILES): O=C(Nc1ccncc1)c1cccs1